Molecular formula: C50H42NNiO6P2SSi
Method: DFT, ωB97M-V/def2-TZVPD

Summary:
Highest occupied orbital energy in eV: -4.85
Charge: -1

```
104
C50H42NNiO6P2SSi ωB97M-V/def2-TZVPD
Ni 0.69918 -0.39858 -0.24054
C 3.14365 -2.59931 0.26195
Si 2.45441 -0.98056 0.93530
C 2.01697 -1.22569 2.74409
C 2.89157 -1.66117 3.74519
C 2.47395 -1.72669 5.06270
C 1.17553 -1.34857 5.40172
C 0.29401 -0.93102 4.42111
C 0.71062 -0.88291 3.09061
P -0.40396 -0.38105 1.71360
C -1.89533 -1.37826 1.96400
C -2.85965 -1.09718 2.93647
C -4.02149 -1.84555 3.00695
C -4.20433 -2.92143 2.14708
C -3.22961 -3.24020 1.21415
C -2.08917 -2.45590 1.10675
C -0.77853 1.33215 2.20397
C 0.32688 2.15439 2.44358
C 0.15233 3.47475 2.81552
C -1.13403 3.98735 2.96094
C -2.23046 3.17634 2.72334
C -2.05802 1.85246 2.33368
C 3.81828 0.33023 0.78049
C 4.91078 0.54788 1.62150
C 5.80087 1.57845 1.36398
C 5.61388 2.41230 0.26539
C 4.54190 2.20927 -0.58597
C 3.65348 1.16687 -0.32811
P 2.20748 0.70733 -1.32755
C 2.87404 0.06620 -2.89359
C 3.68828 0.84529 -3.71619
C 4.18257 0.32599 -4.90061
C 3.86207 -0.97380 -5.27852
C 3.04735 -1.74965 -4.47060
C 2.55609 -1.22977 -3.27973
C 1.42649 2.27945 -1.80500
C 0.76707 2.39436 -3.02731
C 0.12197 3.57684 -3.35700
C 0.11866 4.64344 -2.46628
C 0.74813 4.52003 -1.23546
C 1.39952 3.34118 -0.90485
H 4.07469 -2.83017 0.79106
H 3.37573 -2.55013 -0.80321
H 2.45144 -3.42492 0.43472
H 3.90360 -1.96061 3.49287
H 3.15340 -2.07158 5.83244
H 0.85386 -1.38838 6.43470
H -0.71530 -0.64265 4.68672
H -2.75001 -0.24549 3.59588
H -4.81655 -1.54425 3.67430
H -5.13754 -3.46742 2.17154
H -3.37378 -4.06731 0.52993
H -1.36318 -2.66987 0.33354
H 1.33235 1.75309 2.35056
H 1.01651 4.10139 3.00167
H -1.27644 5.01749 3.26382
H -3.23818 3.55461 2.83418
H -2.93555 1.24916 2.13740
H 5.05861 -0.07605 2.49542
H 6.63978 1.74749 2.02786
H 6.30149 3.22881 0.08446
H 4.37881 2.87625 -1.42416
H 3.92087 1.86643 -3.44012
H 4.81014 0.93744 -5.53642
H 4.24367 -1.37556 -6.20860
H 2.77939 -2.75622 -4.76440
H 1.90533 -1.83119 -2.65816
H 0.73542 1.55496 -3.71121
H -0.39390 3.65520 -4.30506
H -0.39233 5.56262 -2.72382
H 0.72315 5.33602 -0.52462
H 1.87130 3.24646 0.06568
O -1.95981 -3.03834 -4.67889
C -1.27167 -3.52228 -3.64059
C -1.13278 -4.90908 -3.52393
C -0.40754 -5.45363 -2.48427
C 0.20172 -4.63163 -1.53787
C 0.05190 -3.26244 -1.65047
C -0.68367 -2.68029 -2.67948
C -0.84524 -1.19210 -2.80758
O -1.41822 -0.75515 -3.82224
O -0.34544 -0.42674 -1.92306
H -1.89757 -2.04490 -4.58894
H -1.60670 -5.53091 -4.27206
H -0.30944 -6.52993 -2.40869
H 0.77108 -5.05622 -0.72149
H 0.51997 -2.61569 -0.91205
N -1.84085 1.98051 -1.07959
C -3.09089 1.66844 -0.55052
C -3.47926 0.33425 -0.43867
C -4.56023 -0.02057 0.35284
C -5.27139 0.94363 1.05119
C -4.96941 2.28193 0.83615
C -3.90727 2.64638 0.02208
S -6.42976 0.48082 2.33778
O -7.64964 1.22170 2.06041
O -5.73824 0.90185 3.55603
O -6.55779 -0.96885 2.21951
H -1.45307 1.31512 -1.73784
H -1.71397 2.93710 -1.37112
H -2.88672 -0.43018 -0.92899
H -4.82964 -1.05913 0.48726
H -5.55374 3.04164 1.34216
H -3.64499 3.69381 -0.09280
```

---

Molecular formula: C50H43BiClNP3S4
Method: DFT, ωB97M-V/def2-TZVPD

Summary:
Highest occupied orbital energy in eV: -10.20
Charge: +1

```
103
C50H43BiClNP3S4 ωB97M-V/def2-TZVPD
Bi 1.81165 -0.28631 -0.17554
S 0.35115 -2.06833 -1.20703
S 1.78894 -3.50232 -1.60765
S 3.09185 -2.46339 -2.76665
S 3.91610 -1.17103 -1.36745
C -0.68654 1.43338 -2.58375
N -1.22048 2.58874 -1.91673
C -1.12261 2.67519 -0.47400
P -1.07940 1.04493 0.39507
C -1.23403 1.64545 2.10438
C -2.46971 1.94915 2.67482
C -2.53711 2.41708 3.97713
C -1.37389 2.59003 4.71737
C -0.14247 2.29177 4.15565
C -0.07379 1.81388 2.85457
C -2.68719 0.28910 0.01460
C -3.73015 0.97029 -0.61344
C -4.92786 0.31955 -0.87161
C -5.09486 -1.00868 -0.50316
C -4.05880 -1.69124 0.11875
C -2.85585 -1.04934 0.36922
C -1.36742 3.79829 -2.62561
C -1.75950 3.80117 -3.96754
C -1.88538 4.99254 -4.66147
C -1.64839 6.20940 -4.03611
C -1.29137 6.21255 -2.69823
C -1.14732 5.02385 -1.99645
P 1.15889 1.19289 -2.37504
C 1.85490 2.85559 -2.34291
C 1.77114 3.66133 -3.47857
C 2.24382 4.96156 -3.43961
C 2.80563 5.46247 -2.27210
C 2.90047 4.66357 -1.14194
C 2.42606 3.36059 -1.17772
C 1.69891 0.40785 -3.90033
C 0.84263 -0.46564 -4.57166
C 1.27720 -1.11083 -5.71817
C 2.56625 -0.90102 -6.18618
C 3.42359 -0.04125 -5.51235
C 2.99445 0.61505 -4.37006
H -0.83752 1.51838 -3.65651
H -1.17949 0.51038 -2.26088
H -1.96395 3.25933 -0.08835
H -0.20725 3.18899 -0.13654
H -3.37996 1.80472 2.10502
H -3.49861 2.64411 4.41823
H -1.43130 2.95139 5.73561
H 0.76457 2.42103 4.73215
H 0.89164 1.56020 2.43078
H -3.61769 2.00480 -0.91148
H -5.73348 0.85343 -1.35836
H -6.03224 -1.51073 -0.70299
H -4.18479 -2.72631 0.40893
H -2.04694 -1.58944 0.85217
H -1.99753 2.87744 -4.47879
H -2.19205 4.96621 -5.69902
H -1.75619 7.13720 -4.58040
H -1.11079 7.14900 -2.18629
H -0.83789 5.06590 -0.96155
H 1.33240 3.27713 -4.39171
H 2.16643 5.58633 -4.31911
H 3.17426 6.47925 -2.24509
H 3.34542 5.05074 -0.23529
H 2.50163 2.74357 -0.28824
H -0.15516 -0.65901 -4.19872
H 0.61137 -1.78459 -6.24038
H 2.90481 -1.40971 -7.07896
H 4.42862 0.12126 -5.87799
H 3.66521 1.28481 -3.84676
Cl -2.08518 -1.11824 3.99847
C -1.65805 -2.67063 4.67284
C -2.19445 -2.99769 5.90837
C -1.88941 -4.22261 6.47640
C -1.05554 -5.10656 5.80817
C -0.52255 -4.76126 4.57765
C -0.80406 -3.53100 3.98153
P -0.19009 -3.04548 2.31558
C 0.30942 -4.63974 1.57719
C -0.51356 -5.11754 0.55810
C -0.23307 -6.31869 -0.07927
C 0.88547 -7.05010 0.28864
C 1.71566 -6.58481 1.30105
C 1.42801 -5.39077 1.94269
C 1.42290 -2.26094 2.72001
C 2.56448 -2.47609 1.93837
C 3.75268 -1.79903 2.20671
C 3.81243 -0.87392 3.23704
C 2.67982 -0.64190 4.00907
C 1.50180 -1.32866 3.75867
H -2.84870 -2.29744 6.40852
H -2.30960 -4.48601 7.43775
H -0.82050 -6.06827 6.24397
H 0.11366 -5.46744 4.06295
H -1.37839 -4.53656 0.25715
H -0.88278 -6.67656 -0.86712
H 1.11262 -7.98229 -0.21159
H 2.58802 -7.15511 1.59259
H 2.08355 -5.04027 2.73103
H 2.54331 -3.19328 1.12566
H 4.62560 -2.00170 1.59958
H 4.73589 -0.35185 3.45059
H 2.71972 0.06710 4.82680
H 0.63783 -1.13836 4.38284
```

---

Molecular formula: C50H43MgN7
Method: DFT, ωB97M-V/def2-TZVPD

Summary:
Highest occupied orbital energy (alpha / beta) in eV: -6.39 / -6.39

```
101
C50H43MgN7 ωB97M-V/def2-TZVPD
Mg -0.12986 0.00557 0.05111
C -5.41721 5.69800 -0.42227
C -4.18577 5.81529 -1.05773
C -3.26996 4.79251 -1.04308
C -3.56394 3.64059 -0.25493
C -4.82039 3.51769 0.32163
C -5.72945 4.55126 0.26858
C -2.57494 2.53325 -0.16171
C -2.17053 2.23135 1.10486
C -2.43967 3.07490 2.27120
C -1.65551 2.56473 3.27166
C -0.89392 1.42458 2.72849
N -1.21481 1.26035 1.41377
C 0.10766 0.64302 3.39352
C 1.32611 0.44663 2.71343
C 2.61858 0.31451 3.29854
C 3.52885 0.09908 2.31301
C 2.77469 0.04120 1.08114
C 3.36846 -0.39443 -0.07572
C 4.74516 -1.01820 0.02036
C 5.92705 -0.45708 -0.45781
C 7.13506 -1.08028 -0.33467
C 7.22376 -2.28625 0.33151
C 6.08595 -2.87966 0.78684
C 4.83129 -2.25084 0.65242
C 2.70870 -0.46000 -1.32852
N 1.42793 -0.11780 -1.48371
C 1.24862 -0.17463 -2.86659
C 0.11591 0.28517 -3.58028
C 0.03215 0.09115 -5.06900
C -0.67019 -1.01649 -5.61530
C -0.82941 -1.14179 -7.01324
C -0.48576 -0.06588 -7.81146
C 0.18822 1.02162 -7.26245
C 0.46608 1.10098 -5.91407
C -0.90690 0.90880 -2.95269
C -1.95469 1.59632 -3.62158
C -2.65530 2.25796 -2.69086
C -2.07747 1.96130 -1.40245
N -1.00982 1.13649 -1.60464
C 2.42317 -0.63853 -3.52286
C 3.35171 -0.87329 -2.54706
N 1.43620 0.43183 1.37004
C -0.03997 0.17331 4.80762
C 0.77767 -0.84158 5.35592
C 0.66318 -1.31361 6.68403
C -0.32993 -0.84206 7.51215
C -1.20576 0.07059 6.94358
C -1.08677 0.61329 5.67439
H -6.15462 6.52198 -0.47182
H -4.03947 6.70491 -1.66126
H -2.34942 4.91930 -1.63382
H -5.11477 2.63951 0.89141
H -6.64913 4.39993 0.83385
H -2.95108 4.01159 2.26446
H -1.46592 2.94289 4.27736
H 2.92253 0.43909 4.33744
H 4.58233 -0.04745 2.42696
H 5.86627 0.55265 -0.89655
H 8.00233 -0.49925 -0.63372
H 8.14312 -2.72712 0.59517
H 6.08541 -3.82165 1.28377
H 3.95377 -2.65648 1.08717
H -0.97735 -1.87304 -5.00679
H -1.25449 -2.04172 -7.43253
H -0.68523 -0.05085 -8.90320
H 0.41700 1.81048 -7.96084
H 0.87716 1.98460 -5.48892
H -2.13911 1.63137 -4.69040
H -3.47138 2.91651 -2.84321
H 2.58770 -0.81626 -4.59493
H 4.32473 -1.26942 -2.68663
H 1.53816 -1.28478 4.74267
H 1.34909 -2.07359 7.01572
H -0.39615 -1.22595 8.54110
H -1.98188 0.50789 7.59532
H -1.80402 1.35091 5.30338
C -2.73985 -1.47955 0.26312
C -2.23750 -2.09124 1.54293
N -0.89674 -1.58907 1.84173
C 0.10112 -2.58011 2.24041
C 0.40425 -3.46752 1.05188
N 0.69498 -2.63663 -0.11217
C 0.06799 -3.07613 -1.35827
C -1.43316 -2.84858 -1.26676
N -1.76508 -1.51539 -0.79889
H -2.79545 -0.42613 0.54924
H -3.76154 -1.79120 -0.06535
H -2.25638 -3.15948 1.58893
H -2.92261 -1.70684 2.26611
H -0.98690 -0.78259 2.43161
H -0.20688 -3.13895 3.13131
H 1.04296 -2.02787 2.46641
H -0.45216 -4.14381 0.85164
H 1.24307 -4.08942 1.27631
H 1.69829 -2.61964 -0.25672
H 0.22646 -4.14480 -1.58816
H 0.42602 -2.43627 -2.14832
H -1.92101 -3.62424 -0.65124
H -1.89203 -3.05261 -2.21442
H -2.04769 -0.96890 -1.60768
```

---

Molecular formula: C50H43N2O3P2RuS2Si
Method: DFT, ωB97M-V/def2-TZVPD

Summary:
Highest occupied orbital energy (alpha / beta) in eV: -7.66 / -8.22
2S+1: 6

```
104
C50H43N2O3P2RuS2Si ωB97M-V/def2-TZVPD
Ru 0.48619 -0.12391 0.23501
S 1.14724 3.17895 0.75608
P -0.75530 2.69419 0.55364
C -1.02533 1.06665 1.19134
P -2.36152 -0.00286 0.80500
S -1.74020 -1.88098 1.01029
C -3.80795 0.16555 1.89769
C -4.91960 -0.63468 1.63522
C -6.02213 -0.57400 2.46964
C -6.01112 0.27426 3.57099
C -4.89190 1.04098 3.85269
C -3.78404 0.98619 3.01688
C -3.07689 0.16274 -0.86216
C -2.49445 -0.55668 -1.90197
C -3.07634 -0.53883 -3.15834
C -4.22561 0.20535 -3.38124
C -4.79458 0.93933 -2.35166
C -4.22501 0.91472 -1.08866
C -1.11497 2.94252 -1.22569
C -0.27552 2.31438 -2.14424
C -0.35236 2.61802 -3.48982
C -1.28279 3.54809 -3.93109
C -2.12864 4.16806 -3.02700
C -2.03872 3.87781 -1.67264
C -1.77553 3.92964 1.43554
C -1.16249 4.97266 2.12143
C -1.92553 5.84238 2.88796
C -3.29962 5.67246 2.97370
C -3.91877 4.64675 2.27403
C -3.15881 3.77736 1.50916
H -4.90417 -1.30355 0.78304
H -6.88654 -1.19326 2.26744
H -6.87780 0.32733 4.21775
H -4.87518 1.68021 4.72639
H -2.90165 1.57922 3.22628
H -1.61035 -1.16007 -1.71633
H -2.64209 -1.11547 -3.96504
H -4.68957 0.20286 -4.35960
H -5.69169 1.51885 -2.52907
H -4.68947 1.45928 -0.27624
H 0.48474 1.61990 -1.79612
H 0.32214 2.14513 -4.19223
H -1.33508 3.80308 -4.98190
H -2.85167 4.89281 -3.37927
H -2.67095 4.39565 -0.96289
H -0.09099 5.09663 2.04575
H -1.44348 6.64932 3.42441
H -3.89205 6.34306 3.58332
H -4.99253 4.51692 2.32922
H -3.63793 2.97359 0.96300
O 1.20638 -1.77973 -1.02030
Si 2.01276 -2.98373 -0.36838
C 3.57590 -3.49803 -1.31280
C 3.56731 -4.62097 -2.14017
C 4.72510 -5.05490 -2.77097
C 5.91591 -4.36453 -2.59445
C 5.94470 -3.23844 -1.78410
C 4.78253 -2.81623 -1.15209
C 2.52468 -2.59007 1.44177
C 3.71038 -2.98995 2.05819
C 3.92719 -2.76586 3.41302
C 2.95546 -2.14742 4.19023
C 1.77147 -1.73539 3.59901
C 1.57633 -1.95551 2.24327
C 1.07694 -4.61650 -0.06803
C 1.77875 -5.69210 0.47934
C 1.12923 -6.86693 0.82482
C -0.24064 -6.98621 0.62698
C -0.94869 -5.93259 0.07103
C -0.29214 -4.75693 -0.27527
H 2.64332 -5.16793 -2.28939
H 4.70516 -5.93961 -3.39596
H 6.81744 -4.70255 -3.08991
H 6.87181 -2.69264 -1.64924
H 4.81782 -1.93972 -0.51680
H 4.47219 -3.49409 1.47363
H 4.85372 -3.09377 3.87009
H 3.11793 -1.99408 5.24988
H 0.99621 -1.25621 4.18630
H 0.60998 -1.68457 1.80173
H 2.84939 -5.61058 0.63761
H 1.69313 -7.68651 1.25406
H -0.75141 -7.89911 0.90740
H -2.01663 -6.01927 -0.09056
H -0.85340 -3.93734 -0.70804
O 8.17400 -1.06368 -2.47212
C 8.39886 -0.04701 -1.53761
N 7.34948 0.05305 -0.53331
C 6.09479 0.37321 -0.95341
O 5.84369 0.56133 -2.13368
C 5.04313 0.49481 0.09954
C 5.31337 0.75736 1.43489
C 4.25616 0.93009 2.31301
C 2.96774 0.84711 1.82447
N 2.70414 0.56592 0.54238
C 3.71407 0.39800 -0.29728
H 7.37586 -0.81809 -2.95869
H 8.46743 0.92975 -2.02381
H 9.33752 -0.26973 -1.03673
H 7.47757 -0.40249 0.35359
H 6.33256 0.85873 1.78512
H 4.42666 1.14475 3.35785
H 2.11626 1.05344 2.45622
H 3.47560 0.17624 -1.33053
```

---

Energy relative to the best compared isomer or geometry (same formula, charge and spin) per entry: 0.0, 0.0, 0.0, 125.9 kJ/mol